[1]
Entry from the Open Molecules 2025 dataset: the molecule C6H4 in a non-equilibrium geometry (the ωB97M-V functional and the def2-TZVPD basis).

XYZ file:
```
10
Properties=species:S:1:pos:R:3:forces:R:3:lowdin_charge:R:1
C -0.3208 0.1632 0.4099 -2.7 -0.8 -3.1 -0.12
C 1.3071 1.3586 1.4136 0.2 -0.6 1.1 0.04
C -0.7465 -0.3614 -0.6066 0.7 -3.0 -2.2 0.02
C -0.0479 1.0036 1.4559 5.9 0.6 -0.9 -0.16
C -0.8842 -1.3379 -1.7449 0.2 2.7 3.1 -0.11
C -1.0591 -2.1200 -2.6391 0.1 1.3 1.4 0.09
H 2.0643 1.1839 0.5389 -2.2 0.1 1.4 0.10
H 1.8842 1.6132 2.3508 -1.1 0.4 -1.0 0.06
H -1.4920 -2.6160 -3.4242 -0.3 -1.2 -1.4 0.00
H -0.7051 1.1125 2.2456 -0.9 0.4 1.6 0.08
```
Forces are in eV/Å.

Results
**2S+1**: 1
**Total charge**: 0
**Electronic energy**: -6281.11062 eV

[2]
Entry from the Open Molecules 2025 dataset: a 13-piece molecular cluster, C6H40N2O12 overall in a non-equilibrium geometry (the ωB97M-V functional and the def2-TZVPD basis).

XYZ file:
```
60
Properties=species:S:1:pos:R:3:forces:R:3:lowdin_charge:R:1
O 1.7626 -0.3167 0.7127 0.0 0.7 0.5 -0.08
O 3.1483 2.1514 2.9374 -0.7 -0.9 -0.1 -0.07
O 1.8889 -1.0398 3.6559 -0.6 -0.2 -0.8 -0.05
O 3.9306 -0.9334 -2.8979 0.0 0.1 0.1 -0.05
O 0.4528 -3.0136 1.9478 1.2 0.2 0.3 -0.07
O 0.0384 4.2060 0.0028 -0.2 -0.6 -0.7 -0.05
O 4.9701 0.5654 0.8463 0.1 -0.3 0.0 -0.05
O -2.1363 2.4717 -2.1894 1.3 0.6 0.5 -0.06
O 1.6765 1.2808 -1.5965 -1.7 0.9 -0.1 -0.07
O -2.5464 0.0570 -3.6764 0.5 -0.5 -1.2 -0.06
O 2.7182 -2.4180 -0.5154 0.2 -0.7 -0.2 -0.07
O 0.1209 0.4664 -3.6723 0.2 0.9 0.4 -0.07
N -2.5962 2.0075 2.6544 -1.4 -1.2 -1.0 0.00
N -0.2366 -1.1133 -1.5245 0.8 -1.2 0.8 0.05
C -1.9829 -0.4453 2.4627 -1.2 -0.9 -0.1 -0.20
C -1.5329 0.9830 2.7072 0.4 0.7 0.0 -0.30
C -1.9499 -0.3151 -0.1128 -1.1 1.3 1.0 -0.19
C -2.7562 -0.6647 1.1378 -0.5 -0.7 1.1 -0.20
C -2.2766 -2.4947 -1.2920 0.1 -2.0 -2.1 -0.06
C -1.2542 -1.6030 -0.5880 -0.1 2.1 -1.0 -0.39
H -2.2808 2.9187 2.3632 0.4 0.1 0.1 0.05
H -2.9292 -1.7709 1.0015 -0.3 1.1 0.7 0.11
H -0.8068 0.1734 -3.7311 0.3 -0.7 -0.7 0.01
H 4.1284 -0.3102 -2.1835 0.0 -0.1 -0.1 0.04
H 2.3656 1.7708 2.5027 0.1 0.5 -0.2 0.01
H -0.2899 -0.1396 -1.6850 -0.5 0.2 -0.2 0.00
H -2.7098 0.1172 -0.7687 0.5 -0.3 -0.8 0.10
H 2.2646 -1.5833 -0.6597 0.0 0.1 0.1 -0.03
H -2.3618 -2.3935 -2.4207 -0.2 1.6 1.2 0.09
H 5.0152 -0.1043 1.5373 0.2 0.0 -0.1 0.04
H 0.6635 4.9131 -0.1837 -0.1 0.1 0.5 0.05
H -3.2771 1.7199 1.9268 0.5 0.4 0.7 0.06
H 1.6196 0.2742 -0.0536 -0.2 -0.2 0.1 0.01
H 1.1139 -3.0669 1.2329 -0.2 -0.2 -0.1 0.04
H -0.7548 1.2454 1.9601 0.1 -0.3 0.7 0.09
H -1.5106 2.5825 -1.4368 -0.8 -0.4 -0.3 0.04
H 1.0128 -0.7399 3.3573 0.1 0.3 0.7 0.02
H 0.7928 1.0895 -2.0048 1.3 -0.7 -0.3 0.01
H 2.1315 -1.4429 2.8080 0.8 0.2 0.2 0.01
H 0.7085 0.1590 -4.3617 -0.5 -0.2 -0.3 0.07
H -1.1675 1.0283 3.7361 0.6 0.0 -0.2 0.11
H 3.3915 1.3503 3.4251 0.4 0.3 0.2 0.03
H -3.2198 -0.4508 -3.2099 0.3 0.8 0.4 0.05
H 1.0135 -0.9185 0.7647 -0.2 0.1 -0.2 0.00
H -1.7404 3.1296 -2.7820 -0.4 -0.1 -0.2 0.07
H -1.1732 -1.1773 2.4874 0.5 0.4 0.0 0.08
H 1.4672 2.2242 -1.4895 1.0 0.1 0.5 0.06
H 3.0627 -0.6593 -3.2117 0.0 0.1 0.1 0.02
H -3.7673 -0.1728 1.2843 1.1 -0.5 -0.8 0.12
H -2.0137 -3.5350 -1.5264 0.9 -0.4 1.4 0.07
H 1.0320 -2.9731 2.7404 -0.8 -0.2 -0.4 0.05
H -0.2645 4.2378 0.9133 0.3 0.4 0.0 0.04
H -1.2430 0.5427 0.1186 -0.4 -1.1 -0.3 0.11
H -2.3178 0.9356 -3.3449 -1.2 0.0 0.9 0.00
H -3.2652 -2.6439 -0.8767 -0.2 0.6 0.3 0.07
H 3.2826 -2.5279 -1.2909 0.0 0.0 0.0 0.03
H -0.7982 -1.9283 0.3708 -0.3 -1.0 -0.9 0.10
H -0.0083 -1.5975 -2.3792 -0.4 -0.2 0.3 0.09
H -2.6280 -0.8153 3.2818 0.1 0.5 -0.2 0.12
H 4.0229 0.7074 0.7885 -0.2 0.2 -0.1 -0.01
```
Forces are in eV/Å.

Results
**2S+1**: 1
**Total charge**: 0
**Electronic energy**: -34420.32441 eV

[3]
Entry from the Open Molecules 2025 dataset: a 14-piece molecular cluster, C6H40NO13S overall in a non-equilibrium geometry (the ωB97M-V functional and the def2-TZVPD basis).

XYZ file:
```
61
Properties=species:S:1:pos:R:3:forces:R:3:lowdin_charge:R:1
S -1.9615 2.5417 -1.0480 0.1 0.1 0.1 0.47
O 1.3467 -1.0885 2.1804 0.3 0.0 -0.3 -0.07
O 3.4358 0.3216 0.4862 0.1 -0.6 -0.1 -0.06
O 0.5779 2.4392 -2.7064 0.6 0.8 0.4 -0.16
O -2.2694 1.2680 -3.9273 0.1 0.7 0.2 -0.14
O 4.4133 -2.2496 0.8439 -0.4 0.3 -0.3 -0.08
O -0.5509 -3.5149 -3.5119 -0.3 -0.5 -0.1 -0.06
O -2.8107 -1.4648 -3.3433 0.2 -0.4 -0.3 -0.06
O 2.6976 3.2766 -1.2326 -0.2 -0.3 0.2 -0.07
O -1.9358 1.7889 4.1382 -0.5 -0.2 0.4 -0.05
O 3.1695 2.8819 1.4665 0.0 -0.2 -0.2 -0.08
O -1.4552 -1.0313 4.5318 -0.3 0.1 -0.1 -0.05
O 1.2352 1.3818 3.3825 0.4 -0.2 0.4 -0.07
O -2.4606 -3.3425 3.2899 0.0 0.2 0.0 -0.09
N -0.3521 -0.0367 -0.0654 0.5 -0.7 0.1 -0.03
C -1.8024 1.8208 0.6454 0.7 0.8 -1.0 -0.59
C 1.0625 -1.7538 -1.1543 0.3 -0.5 -0.1 -0.23
C 1.3511 -1.0094 -2.4663 0.2 -0.4 0.0 -0.09
C -0.2985 -1.3952 -0.5708 0.2 -0.9 -0.1 -0.26
C -1.5833 0.3185 0.6530 -0.2 0.2 0.7 -0.47
C -2.8217 -0.4462 0.2101 0.5 -0.1 -0.8 -0.05
H -1.3243 0.0709 1.6964 -0.5 -0.2 0.1 0.11
H 2.6059 0.3001 -0.0120 0.3 0.6 0.1 0.04
H 2.9003 4.1304 -1.6187 -0.1 0.0 0.0 0.05
H 2.4765 2.3890 1.9209 -0.2 -0.1 0.4 0.00
H 1.8468 -0.0444 -2.3367 -0.2 0.0 0.0 0.06
H -2.8928 -0.3570 -0.8757 -0.1 0.1 0.0 0.05
H 1.8762 -1.6646 -0.4269 -0.1 0.5 0.0 0.07
H 3.7724 1.2329 0.5903 -0.6 -0.2 0.0 0.05
H 1.2263 0.4324 3.1272 0.0 0.2 -0.3 0.00
H 1.8490 2.9738 -1.6304 0.4 0.1 -0.4 0.01
H -0.9773 2.2680 1.2111 0.1 0.2 -0.3 0.06
H 0.4264 -0.8783 -3.0376 -0.1 0.3 0.2 0.07
H -2.1434 1.3649 -2.9562 0.1 -0.4 0.3 -0.10
H -1.0025 -1.6322 -1.3589 -0.4 0.3 -0.5 0.08
H -2.7100 -1.5103 0.4249 -0.5 0.1 0.2 0.07
H -2.3093 -2.4958 3.7625 0.1 -0.5 -0.2 -0.01
H -2.6055 -0.8300 -4.0452 -0.2 0.3 0.3 0.02
H 0.9307 -0.8280 1.3305 -0.2 0.3 0.3 0.01
H 4.1388 -2.7515 0.0674 0.1 -0.1 0.2 0.03
H -2.7102 2.2087 1.0794 -0.4 -0.7 0.7 0.03
H -2.3100 2.5485 3.6841 0.2 -0.1 -0.2 0.05
H 1.1137 -2.8336 -1.3491 -0.5 0.2 -0.1 0.11
H -0.6041 -2.1464 0.1716 0.4 0.4 0.4 0.12
H -2.5223 2.1930 -4.0658 0.0 -0.2 -0.6 0.04
H -0.2034 2.6880 -2.1152 -0.1 -0.8 -0.5 -0.10
H 0.3824 1.7078 -3.2945 -0.5 0.0 0.2 0.02
H 1.9689 1.4307 4.0209 -0.5 0.1 -0.2 0.06
H -2.5151 -1.0389 -2.5299 -0.1 0.0 -0.2 -0.01
H -1.1378 1.5294 3.6762 0.6 0.4 -0.2 0.00
H 2.2982 -0.9898 1.9875 -0.3 -0.2 0.2 0.04
H -0.7757 -1.1264 3.8602 0.4 0.0 -0.1 0.02
H -3.7451 -0.0010 0.5703 0.0 -0.2 0.4 0.09
H 2.8329 2.9318 0.5533 0.1 0.6 -0.1 -0.01
H -1.8056 -3.3598 2.5810 -0.1 0.0 0.2 0.02
H 4.0666 -1.3509 0.6492 0.5 -0.2 0.2 -0.02
H -1.4141 -3.1723 -3.7930 0.2 0.2 0.3 0.02
H -0.0901 0.6007 -0.8062 -0.5 0.4 -0.1 0.07
H 0.0789 -2.8126 -3.6684 0.0 0.2 -0.1 -0.01
H 1.9855 -1.6317 -3.1047 0.2 0.2 0.1 0.08
H -1.9653 -0.2516 4.2586 0.1 0.1 0.2 0.03
```
Forces are in eV/Å.

Results
**2S+1**: 1
**Total charge**: -1
**Electronic energy**: -45817.86840 eV

[4]
Entry from the Open Molecules 2025 dataset: a 15-piece molecular cluster, C6H43NO14 overall in a non-equilibrium geometry (the ωB97M-V functional and the def2-TZVPD basis).

XYZ file:
```
64
Properties=species:S:1:pos:R:3:forces:R:3:lowdin_charge:R:1
O 2.1986 1.2983 -3.5338 5.6 -3.5 -2.1 -0.05
O 1.3453 -3.6032 1.0771 2.4 0.6 -1.4 -0.11
O -2.0689 1.0581 3.6334 -1.1 -1.3 1.7 -0.04
O -3.1069 2.6554 -0.1281 -1.8 -1.2 -1.2 -0.05
O 3.0006 -1.6107 -2.8452 2.2 0.4 0.4 -0.05
O -1.8388 3.3319 -2.3951 0.5 1.6 0.5 -0.09
O 1.1882 2.6205 0.2582 0.6 -1.9 1.0 -0.10
O 0.6061 2.5997 -2.1801 -1.5 0.9 -1.5 -0.09
O -1.0454 2.7974 1.7786 0.4 -0.8 -1.2 -0.08
O 1.0732 -3.0541 -1.6591 -0.4 -3.0 -0.6 -0.07
O 3.4375 -2.2958 -0.3300 0.3 -0.9 -0.9 -0.10
O -3.7056 -0.0305 1.7200 -1.6 -0.2 -2.3 -0.05
O 2.8608 0.6613 -0.9694 -0.3 -0.1 -1.9 -0.04
O -2.6240 -3.2848 1.1805 -3.5 1.3 1.0 -0.04
N 1.0035 -0.6260 0.6794 -1.0 1.1 1.1 -0.06
C -2.6659 -0.8978 -0.6428 0.3 1.3 0.9 -0.08
C -1.1273 -1.0846 -0.6455 -1.4 -0.6 -1.0 -0.40
C 1.4451 -0.6162 2.1315 -1.9 3.5 -1.1 -0.18
C -0.5096 -0.4693 0.5816 -0.6 -0.1 1.6 -0.15
C -0.6348 -0.4911 -1.9462 0.9 -2.6 -1.0 -0.04
C 1.2885 0.9362 2.5659 0.7 -2.5 1.6 -0.07
H 1.3979 1.6335 0.0815 -0.5 2.6 0.1 0.05
H -3.0831 -1.5436 0.1543 0.1 0.8 -1.1 0.04
H 1.2226 0.9704 3.7107 0.9 0.2 -1.4 0.10
H 3.0152 1.2765 -2.9373 -1.5 -0.1 -1.5 0.06
H -2.6441 2.9229 -2.0532 0.3 0.3 0.4 0.03
H 2.2363 -2.0576 -3.1509 -1.4 0.0 -0.6 0.02
H -1.2668 -0.8821 -2.7493 -0.1 0.6 0.0 0.10
H -0.1568 2.7901 -2.7994 0.8 0.7 0.6 0.09
H -1.5252 0.4610 4.1725 -0.1 0.5 -0.5 0.07
H 2.1032 1.4845 2.0804 -0.3 0.2 0.7 0.07
H 1.1587 -2.2909 -1.1081 0.1 0.0 0.5 -0.04
H -3.3112 0.2982 2.4965 0.8 -0.2 2.2 -0.03
H 2.2632 0.1509 -0.4209 -0.7 -0.7 0.9 -0.01
H -0.9145 0.6001 0.7077 1.2 -1.3 -0.5 0.13
H -3.9452 -0.9659 1.6323 0.3 0.8 0.8 0.04
H -0.1656 2.7272 1.3014 -0.8 0.1 -0.4 0.03
H 3.7666 -1.3906 -0.3120 0.0 -0.1 -0.2 0.03
H 1.2596 -1.4768 0.2239 0.0 -0.6 0.5 0.02
H 0.3304 1.3127 2.2909 -0.2 -0.1 -0.5 -0.01
H -3.0787 -1.1500 -1.6087 0.0 -0.4 -0.2 0.08
H -1.0206 -0.9869 1.4490 0.8 0.3 -0.5 0.12
H 1.6210 -3.8537 1.9596 0.0 -0.1 0.2 0.04
H -2.8455 -2.7884 2.0182 1.4 -1.3 -1.3 0.08
H -2.7789 2.7505 0.7355 1.4 0.7 1.9 -0.02
H -3.7062 1.9044 0.0471 0.0 0.3 -0.5 0.05
H -1.5234 3.9898 -1.6962 -1.0 -1.6 -1.3 0.10
H -1.5396 1.5563 3.0388 1.1 0.8 -1.1 -0.04
H 0.3405 -0.8484 -2.2727 0.3 -0.3 0.3 0.06
H 1.7019 1.8255 -3.0153 -3.1 3.1 2.4 -0.13
H -1.1023 -2.2108 -0.7006 1.0 1.1 0.2 0.14
H 2.4469 -0.9062 2.3392 0.8 -0.6 -0.4 0.09
H 1.2810 3.0955 -0.5737 -0.2 -0.3 -0.3 0.04
H 0.2306 1.7648 -1.9144 0.3 -0.4 1.0 0.01
H -1.7784 -3.6419 1.0759 2.2 -0.5 0.7 0.01
H -2.8736 0.1987 -0.4866 0.0 -1.3 0.0 0.07
H -0.4708 0.5363 -2.0173 -1.0 1.4 0.2 0.03
H 3.4532 -2.5378 -1.3154 -0.2 0.9 1.5 0.07
H 2.2482 -3.3038 0.6109 -2.3 -0.6 1.3 0.07
H 3.5832 0.9684 -0.4771 1.4 0.7 1.4 0.05
H 2.9932 -0.6435 -2.9064 -0.9 -0.5 -0.4 0.02
H 1.0466 -3.9088 -1.1261 0.0 2.2 -0.6 0.09
H -0.8331 3.4163 2.4418 0.1 1.4 1.4 0.05
H 0.7433 -1.1415 2.7421 -0.4 -0.9 0.3 0.08
```
Forces are in eV/Å.

Results
**2S+1**: 1
**Total charge**: 0
**Electronic energy**: -37072.90459 eV

[5]
Entry from the Open Molecules 2025 dataset: C6H4BBr2F12O9P2V as an isolated structure in a non-equilibrium geometry (the ωB97M-V functional and the def2-TZVPD basis).

XYZ file:
```
37
Properties=species:S:1:pos:R:3:forces:R:3:lowdin_spin:R:1
Br -0.0139 -2.1248 -0.0869 -0.1 -0.8 -0.9 -0.01
Br 2.8133 -2.8749 1.3679 -0.3 -1.1 0.4 0.00
V 1.0663 1.4622 1.2478 -0.2 -2.7 -3.4 1.25
P -2.4659 0.9516 1.0516 -6.6 -2.0 0.2 0.00
P 1.6709 2.3829 3.9105 2.8 1.3 4.6 0.00
F 1.9805 3.0254 2.4330 0.9 0.7 -2.0 0.01
F 3.1062 2.8858 4.4977 -1.2 -0.2 -0.8 0.00
F -2.3541 1.9673 2.3530 0.7 -0.2 -2.1 0.00
F -2.9573 -0.1993 2.0539 1.9 -0.4 3.5 0.00
F -0.9121 0.5528 1.1141 3.0 0.2 0.7 0.01
F -4.0275 1.1451 0.8398 -1.7 3.6 0.5 0.00
F -2.1291 1.9776 -0.1228 0.7 0.7 0.7 0.00
F 1.3223 1.6280 5.2973 -0.5 0.9 -1.7 0.00
F -2.7764 -0.2387 0.0465 2.9 -1.2 -3.5 0.00
F 0.9951 3.8056 4.3438 0.1 -2.0 -0.6 0.00
F 2.4230 1.0412 3.3605 -0.5 -0.2 -0.4 0.01
F 0.3468 1.8648 3.0968 -1.7 -0.8 0.6 0.00
O 0.9907 2.5566 -0.7822 0.2 -0.2 1.5 0.00
O -0.5579 1.8297 -3.8519 1.3 2.4 1.2 0.00
O -2.8947 -1.9482 -2.8002 0.8 0.7 -0.4 0.00
O 1.6712 0.1226 0.6812 -0.6 3.3 1.7 -0.28
O 0.0050 4.0516 -3.2106 0.3 -3.6 0.0 0.00
O 0.1326 -0.5841 -3.8044 -0.5 0.1 -0.8 0.00
O 0.2619 0.7633 -1.9181 1.0 3.3 1.0 0.00
O -0.2924 -2.8273 -4.0152 -1.6 4.5 0.4 0.00
O -1.8315 0.0670 -2.7521 -0.8 -0.5 -0.4 0.00
C 0.5238 2.0537 -1.8045 -0.7 -2.2 0.1 0.00
C 1.5072 -4.2801 0.8356 -0.8 0.3 -0.2 0.00
C -1.9660 -1.2379 -3.0735 -1.0 0.1 0.5 0.00
C -0.6666 -1.6381 -3.7746 2.4 -4.4 0.1 0.00
C 0.9432 -3.8103 -0.4827 0.4 0.2 -0.3 0.00
C 0.0243 2.8330 -3.0728 -1.5 0.5 -0.7 0.00
B -0.5426 0.5545 -3.1334 0.1 -1.2 -0.6 0.00
H 1.7875 -3.7318 -1.1677 -0.4 0.8 -0.3 0.00
H 2.0002 -5.2520 0.8146 0.2 0.3 -0.2 0.00
H 0.1924 -4.4374 -0.9634 0.0 -0.2 0.4 0.00
H 0.6236 -4.3371 1.4714 0.6 0.2 0.8 0.00
```
Forces are in eV/Å.

Results
**Expectation value of S²**: 0.801
**2S+1**: 2
**Total charge**: -1
**Electronic energy**: -242369.01922 eV